Here is a structure of composition C56H43CsFIN6O9P2 at a distorted geometry from OMol25. Energies are from the ωB97M-V functional and the def2-TZVPD basis.

ORCA input file:
```
! RIJCOSX wB97M-V def2-TZVPD def2/J DEFGRID3
* xyz -2 1
Cs -0.27 1.37 0.59
O 4.11 0.76 2.00
C 3.13 1.12 1.32
O 2.28 0.44 0.70
C 2.94 2.67 1.20
C 3.79 3.51 1.89
C 3.65 4.88 1.73
C 2.64 5.36 0.90
C 1.80 4.45 0.27
N 1.97 3.13 0.41
C 0.65 4.96 -0.62
O 0.53 6.19 -0.66
O -0.06 4.08 -1.20
H 4.55 3.06 2.52
H 4.31 5.57 2.24
H 2.48 6.41 0.73
C 3.92 -5.33 -2.65
C 2.57 -4.66 -2.99
C 1.91 -5.41 -4.16
C 2.81 -3.22 -3.40
C 3.65 -2.96 -4.47
C 3.85 -1.67 -4.94
C 3.17 -0.63 -4.33
C 2.32 -0.84 -3.25
P 1.37 0.56 -2.57
C 0.00 0.70 -3.78
C -0.28 -0.27 -4.74
C -1.44 -0.19 -5.50
C -2.33 0.85 -5.32
C -2.05 1.83 -4.37
C -0.90 1.77 -3.60
C 2.47 1.96 -2.93
C 2.20 2.99 -3.83
C 3.05 4.08 -3.92
C 4.18 4.16 -3.12
C 4.46 3.13 -2.23
C 3.61 2.05 -2.12
C 2.17 -2.16 -2.76
O 1.39 -2.33 -1.65
C 1.18 -3.58 -1.14
C 0.44 -3.69 0.06
C 0.14 -4.96 0.54
C 0.56 -6.11 -0.11
C 1.34 -5.98 -1.24
C 1.67 -4.73 -1.77
P -0.04 -2.20 1.01
C 1.24 -2.16 2.32
C 2.40 -2.91 2.26
C 3.37 -2.80 3.25
C 3.17 -1.94 4.32
C 2.00 -1.18 4.38
C 1.05 -1.27 3.38
C -1.50 -2.78 1.95
C -1.46 -3.38 3.21
C -2.64 -3.67 3.89
C -3.87 -3.38 3.31
C -3.92 -2.79 2.06
C -2.75 -2.49 1.38
H 4.59 -5.32 -3.51
H 3.77 -6.37 -2.35
H 4.41 -4.81 -1.83
H 2.54 -5.37 -5.05
H 0.95 -4.95 -4.40
H 1.73 -6.46 -3.91
H 4.14 -3.78 -4.96
H 4.52 -1.49 -5.77
H 3.30 0.38 -4.70
H 0.40 -1.10 -4.88
H -1.66 -0.97 -6.23
H -3.24 0.91 -5.90
H -2.75 2.64 -4.21
H -0.70 2.53 -2.86
H 1.31 2.95 -4.45
H 2.81 4.89 -4.60
H 4.83 5.02 -3.18
H 5.32 3.19 -1.58
H 3.79 1.27 -1.38
H -0.44 -5.04 1.45
H 0.31 -7.08 0.27
H 1.71 -6.87 -1.74
H 2.57 -3.58 1.42
H 4.28 -3.37 3.18
H 3.92 -1.83 5.08
H 1.85 -0.49 5.20
H 0.15 -0.66 3.43
H -0.51 -3.58 3.67
H -2.59 -4.11 4.88
H -4.78 -3.58 3.86
H -4.87 -2.53 1.61
H -2.79 -1.98 0.43
I -6.76 4.66 -1.71
C -4.84 4.39 -1.00
C -3.66 4.53 -1.70
N -2.67 4.24 -0.83
N -3.14 3.92 0.38
C -4.46 4.00 0.29
H -3.45 4.81 -2.71
H -1.64 4.26 -1.01
H -5.09 3.77 1.13
N -3.74 0.61 -0.06
C -3.68 0.33 -1.18
H -3.79 0.83 0.97
F -5.87 4.65 4.57
C -5.51 3.47 5.09
C -4.43 2.82 4.65
N -4.03 1.62 5.19
C -2.84 0.95 4.66
C -2.84 0.81 3.13
O -3.92 1.08 2.54
O -1.78 0.43 2.62
C -4.75 1.01 6.19
O -4.44 -0.04 6.73
N -5.87 1.71 6.60
C -6.35 2.93 6.14
O -7.33 3.45 6.63
H -3.82 3.20 3.85
H -2.80 -0.04 5.10
H -1.94 1.49 4.97
H -6.39 1.27 7.35
*
```

Lowest unoccupied orbital energy, eV: 3.42
Energy above the lowest of the compared OMol25 structures with the same formula, charge and spin, kJ/mol: 0.0
E_HOMO, eV: -3.6

Atom charges from the Löwdin analysis, given in e for atoms 1 to 8:
1 Cs 1.06
2 O -0.03
3 C -0.69
4 O -0.27
5 C -0.21
6 C -0.02
7 C -0.07
8 C -0.02

---

Here is a structure of composition C56H44InN11O3S at a distorted geometry from OMol25. Energies are from the ωB97M-V functional and the def2-TZVPD basis.

ORCA input file:
```
! RIJCOSX wB97M-V def2-TZVPD def2/J DEFGRID3
* xyz 2 1
In -0.80 -1.68 0.12
N 0.51 -3.88 3.92
C 0.26 -3.29 2.75
S -1.04 -2.15 2.65
N 1.10 -3.65 1.78
N 0.74 -3.25 0.50
C 1.60 -3.48 -0.40
C 2.88 -4.22 -0.18
C 4.14 -3.61 -0.45
C 5.24 -4.40 -0.40
C 5.15 -5.79 -0.13
C 3.98 -6.31 0.29
C 2.84 -5.47 0.37
C 1.27 -3.03 -1.74
C 2.04 -3.41 -2.89
C 1.62 -2.98 -4.14
C 0.41 -2.20 -4.25
C -0.19 -1.86 -3.07
N 0.26 -2.16 -1.84
H -0.02 -3.67 4.75
H 1.31 -4.51 4.01
H 4.19 -2.59 -0.77
H 6.16 -3.93 -0.62
H 6.02 -6.41 -0.18
H 3.81 -7.32 0.56
H 1.93 -5.87 0.79
H 2.85 -4.14 -2.75
H 2.17 -3.22 -5.03
H 0.07 -1.89 -5.18
H -1.05 -1.23 -3.03
C -0.71 3.16 -2.48
O -1.96 2.47 -2.61
C -1.79 1.26 -2.03
N -0.66 0.87 -1.71
C 0.29 2.03 -2.02
C 1.24 1.66 -3.08
C 2.62 1.94 -2.97
C 3.49 1.76 -4.06
C 3.01 1.27 -5.25
C 1.66 0.95 -5.39
C 0.79 1.18 -4.33
C -3.04 0.45 -2.07
C -4.23 0.86 -2.62
C -5.34 -0.03 -2.54
C -5.15 -1.30 -1.99
C -3.89 -1.58 -1.52
N -2.88 -0.76 -1.56
C -3.61 -2.84 -0.78
N -2.49 -3.08 -0.18
C -2.44 -4.50 0.23
C -3.89 -4.86 0.03
O -4.47 -3.81 -0.78
C -1.54 -5.30 -0.68
C -1.65 -5.25 -2.06
C -0.89 -6.01 -2.94
C 0.06 -6.90 -2.45
C 0.23 -6.92 -1.06
C -0.54 -6.13 -0.21
H -0.85 4.01 -1.81
H -0.38 3.44 -3.45
H 0.76 2.34 -1.10
H 3.08 2.14 -2.03
H 4.55 1.94 -3.96
H 3.68 1.01 -6.00
H 1.27 0.62 -6.34
H -0.24 0.82 -4.39
H -4.37 1.90 -2.99
H -6.37 0.25 -2.73
H -5.93 -1.92 -2.21
H -2.17 -4.59 1.26
H -4.42 -4.88 0.97
H -4.04 -5.78 -0.47
H -2.36 -4.60 -2.54
H -1.11 -5.85 -3.98
H 0.54 -7.55 -3.20
H 0.99 -7.57 -0.60
H -0.44 -6.30 0.86
C 0.39 11.04 6.20
O 1.35 10.35 5.40
C 0.89 9.18 4.95
C -0.41 8.62 4.96
C -0.68 7.40 4.34
C 0.36 6.60 3.82
C 1.65 7.12 3.90
C 1.94 8.36 4.44
C 0.14 5.26 3.24
N 1.03 4.57 2.56
C 0.46 3.40 2.23
C -0.83 3.40 2.72
N -1.05 4.61 3.30
C -1.71 2.37 2.37
C -3.10 2.38 2.64
C -3.90 1.41 2.18
C -3.36 0.40 1.37
N -2.07 0.31 1.05
C -1.25 1.31 1.54
C 0.16 1.21 1.23
N 0.61 0.04 0.79
C 1.90 -0.08 0.51
C 2.83 0.97 0.73
C 2.36 2.13 1.20
C 1.01 2.27 1.51
H 0.93 11.72 6.84
H -0.14 10.40 6.86
H -0.32 11.63 5.61
H -1.33 9.20 5.25
H -1.73 7.00 4.25
H 2.40 6.47 3.49
H 2.89 8.79 4.54
H -1.94 4.88 3.68
H -3.53 3.26 3.11
H -4.90 1.42 2.45
H -3.92 -0.42 0.95
H 2.20 -1.07 0.21
H 3.86 0.74 0.52
H 2.99 2.97 1.43
*
```

Lowest unoccupied orbital energy, eV: -5.24
Energy above the lowest of the compared OMol25 structures with the same formula, charge and spin, kJ/mol: 22.9
E_HOMO, eV: -11.5

Atom charges from the Löwdin analysis, given in e for atoms 1 to 8:
1 In 0.71
2 N 0.10
3 C -0.84
4 S 0.69
5 N 0.04
6 N -0.02
7 C -0.22
8 C -0.18

---

Here is a structure of composition C56H45N5S3SeTa at a distorted geometry from OMol25. Energies are from the ωB97M-V functional and the def2-TZVPD basis.

ORCA input file:
```
! RIJCOSX wB97M-V def2-TZVPD def2/J DEFGRID3
* xyz 1 1
Ta 0.11 -2.20 1.63
C 0.14 -2.13 -1.97
C -0.98 -0.39 -0.92
C -2.22 -1.19 -1.00
C -2.26 -2.25 -1.80
C -1.11 -2.52 -2.73
H 1.03 -2.74 -2.08
H -0.90 0.26 -0.04
H -3.04 -0.95 -0.33
H -3.10 -2.94 -1.80
H -1.05 -3.58 -2.99
N 1.33 -0.80 1.79
S 2.03 0.57 2.05
N 2.61 1.34 0.92
S 1.62 1.60 -0.73
N 0.63 1.73 -2.22
S -0.74 1.05 -2.39
N 0.19 -1.19 -1.10
C -1.24 -1.76 -4.07
C -2.45 -1.21 -4.47
C -2.56 -0.59 -5.71
C -1.46 -0.51 -6.55
C -0.25 -1.06 -6.15
C -0.14 -1.68 -4.92
C -1.97 2.24 -1.76
C -3.20 1.88 -1.23
C -4.07 2.86 -0.79
C -3.73 4.20 -0.91
C -2.52 4.56 -1.50
C -1.64 3.58 -1.92
C 1.64 3.35 -0.30
C 2.81 4.09 -0.24
C 2.79 5.39 0.23
C 1.59 5.96 0.66
C 0.42 5.22 0.61
C 0.45 3.91 0.14
C 3.14 1.42 -1.70
C 4.17 0.60 -1.26
C 5.36 0.56 -1.98
C 5.50 1.31 -3.13
C 4.45 2.10 -3.58
C 3.26 2.15 -2.88
C 3.30 0.31 3.27
C 3.20 -0.76 4.14
C 4.20 -0.95 5.09
C 5.27 -0.06 5.15
C 5.36 1.00 4.26
C 4.37 1.19 3.30
C 0.79 1.60 2.88
C -0.56 1.34 2.72
C -1.50 2.24 3.18
C -1.08 3.42 3.79
C 0.28 3.67 3.94
C 1.22 2.77 3.49
H -3.31 -1.27 -3.83
H -3.51 -0.17 -6.01
H -1.55 -0.04 -7.52
H 0.61 -1.02 -6.81
H 0.81 -2.12 -4.62
H -3.46 0.83 -1.14
H -5.03 2.59 -0.36
H -4.41 4.97 -0.57
H -2.26 5.61 -1.61
H -0.68 3.84 -2.34
H 3.75 3.65 -0.56
H 3.70 5.96 0.27
H 1.57 6.98 1.02
H -0.51 5.65 0.95
H -0.47 3.33 0.10
H 4.05 0.03 -0.36
H 6.17 -0.07 -1.63
H 6.43 1.28 -3.69
H 4.56 2.68 -4.49
H 2.43 2.75 -3.22
H 2.36 -1.44 4.06
H 4.13 -1.78 5.78
H 6.04 -0.21 5.89
H 6.20 1.68 4.31
H 4.43 1.99 2.57
H -0.86 0.42 2.22
H -2.56 2.04 3.06
H -1.81 4.13 4.14
H 0.61 4.59 4.41
H 2.28 2.96 3.60
C 1.70 -5.59 -0.98
C 0.55 -6.32 -1.24
C -0.65 -5.95 -0.64
C -0.70 -4.85 0.23
C 0.46 -4.10 0.47
C 1.65 -4.49 -0.14
C -1.98 -4.47 0.86
C -3.02 -5.41 1.06
C -4.22 -4.99 1.57
C -4.40 -3.64 1.93
C -5.60 -3.14 2.47
C -5.68 -1.85 2.91
C -4.55 -1.01 2.84
C -3.38 -1.46 2.28
C -3.29 -2.78 1.80
N -2.13 -3.21 1.23
H 2.64 -5.88 -1.44
H 0.57 -7.17 -1.90
H -1.55 -6.50 -0.87
H 2.55 -3.91 0.03
H -2.84 -6.45 0.86
H -5.02 -5.70 1.73
H -6.46 -3.79 2.53
H -6.59 -1.46 3.34
H -4.60 0.00 3.24
H -2.51 -0.81 2.23
Se -0.14 -2.92 3.88
*
```

Lowest unoccupied orbital energy, eV: -3.66
E_HOMO, eV: -9.4

Atom charges from the natural (NBO) analysis, given in e for atoms 1 to 8:
1 Ta 1.59
2 C 0.21
3 C -0.28
4 C -0.26
5 C -0.15
6 C -0.39
7 H 0.21
8 H 0.23

---

Here is a structure of composition C56H46F9N4OPPtSTe at a distorted geometry from OMol25. Energies are from the ωB97M-V functional and the def2-TZVPD basis.

ORCA input file:
```
! RIJCOSX wB97M-V def2-TZVPD def2/J DEFGRID3
* xyz 1 2
Pt -0.08 0.43 -0.10
N 0.01 4.14 2.31
C 0.73 4.70 1.28
C 1.21 5.99 1.09
C 1.85 6.23 -0.11
C 1.99 5.23 -1.08
C 1.52 3.95 -0.88
C 0.88 3.69 0.33
N 0.26 2.54 0.79
C -0.25 2.85 1.96
C -1.07 1.97 2.77
C -1.41 2.10 4.09
S -2.40 0.79 4.56
C -2.30 0.17 2.96
N -1.59 0.87 2.14
H -0.33 4.60 3.14
H 1.09 6.76 1.82
H 2.23 7.22 -0.32
H 2.48 5.47 -2.01
H 1.63 3.19 -1.62
H -1.12 2.85 4.79
H -2.77 -0.75 2.69
F -4.49 -4.11 -4.44
C -4.79 -2.84 -4.76
F -6.10 -2.69 -4.55
F -4.60 -2.72 -6.08
C -3.97 -1.83 -3.98
C -4.27 -0.48 -4.14
C -3.54 0.46 -3.46
C -2.51 0.07 -2.60
C -2.22 -1.28 -2.44
C -2.96 -2.24 -3.12
P -1.49 1.25 -1.71
C -0.62 2.17 -3.02
C 0.56 1.60 -3.48
C 1.31 2.23 -4.45
C 0.88 3.45 -4.97
C -0.33 4.00 -4.55
C -1.08 3.35 -3.59
C 1.70 4.20 -5.99
F 2.10 5.39 -5.50
F 2.81 3.55 -6.34
F 1.02 4.44 -7.11
C -2.64 2.42 -0.92
C -3.76 1.90 -0.27
C -4.52 2.69 0.57
C -4.17 4.01 0.77
C -3.08 4.56 0.10
C -2.32 3.76 -0.74
C -4.98 4.87 1.70
F -5.47 4.17 2.73
F -4.26 5.87 2.22
F -6.03 5.43 1.09
H -5.07 -0.18 -4.81
H -3.78 1.51 -3.59
H -1.43 -1.58 -1.76
H -2.74 -3.28 -2.99
H 0.91 0.68 -3.05
H 2.24 1.80 -4.80
H -0.67 4.94 -4.97
H -2.02 3.79 -3.27
H -4.02 0.86 -0.39
H -5.36 2.27 1.09
H -2.82 5.59 0.24
H -1.46 4.20 -1.22
C 9.03 2.37 -1.40
C 7.80 1.68 -0.91
C 7.80 0.33 -0.62
C 6.68 -0.34 -0.16
C 6.78 -1.80 0.12
C 5.51 0.40 0.00
Te 3.84 -0.59 0.84
N 1.43 -0.60 0.77
C 0.83 -1.37 1.70
O -0.22 -1.92 1.41
C 1.45 -1.52 3.05
C 1.30 -2.73 3.72
C 1.86 -2.89 4.97
C 2.54 -1.83 5.57
C 2.66 -0.62 4.91
C 2.11 -0.46 3.65
C 3.52 -1.94 -0.72
C 3.43 -3.29 -0.42
C 3.56 -3.87 0.95
C 3.19 -4.18 -1.46
C 3.02 -3.76 -2.77
C 2.74 -4.72 -3.87
C 3.10 -2.39 -3.03
C 3.35 -1.47 -2.03
C 3.41 -0.02 -2.38
C 5.47 1.77 -0.26
C 4.24 2.59 -0.09
C 6.62 2.39 -0.71
H 9.88 1.70 -1.40
H 9.27 3.23 -0.78
H 8.88 2.74 -2.42
H 8.71 -0.23 -0.75
H 7.82 -2.11 0.06
H 6.21 -2.39 -0.59
H 6.42 -2.05 1.12
H 0.75 -3.53 3.25
H 1.77 -3.83 5.50
H 2.97 -1.95 6.54
H 3.16 0.21 5.38
H 2.18 0.49 3.13
H 3.90 -3.16 1.71
H 4.28 -4.70 0.94
H 2.61 -4.28 1.29
H 3.13 -5.24 -1.24
H 2.87 -5.75 -3.54
H 3.39 -4.54 -4.72
H 1.71 -4.62 -4.22
H 2.96 -2.04 -4.03
H 3.00 0.13 -3.38
H 4.44 0.35 -2.39
H 2.84 0.61 -1.68
H 3.41 2.05 0.40
H 3.86 2.92 -1.06
H 4.43 3.49 0.49
H 6.60 3.45 -0.92
*
```

Lowest unoccupied orbital energy (spin up / spin down), eV: -4.43 / -4.43
Energy above the lowest of the compared OMol25 structures with the same formula, charge and spin, kJ/mol: 229.1
E_HOMO (spin up / spin down), eV: -9.8 / -10.3
⟨S²⟩: 0.76

Atom charges from the Löwdin analysis, given in e for atoms 1 to 8:
1 Pt 0.77
2 N 0.20
3 C -0.18
4 C 0.00
5 C -0.07
6 C -0.07
7 C -0.05
8 C -0.23